A cluster of 10 separate species, C22H68N4O10 in total. Source: the OMol25 dataset; level of theory: wB97M-V/def2-TZVPD.

Properties
**Total energy**: -50345.47359 eV
**Structure (SMILES)**: COC[C@H](C)N.COC[C@H](C)N.COC[C@H](C)N.COC[C@H](C)N.CO.CO.CO.CO.CO.CO
**Relative energy (zero: lowest compared OMol25 entry of this formula, charge and spin)**: 3.3315 eV
**2S+1**: 1
**Gap between HOMO and LUMO**: 9.45 eV
**HOMO energy**: -9.1 eV

Each line ends with the Löwdin charge.
Element x y z (Å)
C (3.26655, -7.73372, 0.18448)  -0.12
O (2.95083, -6.46545, 0.69942)  -0.19
C (2.42862, -5.52123, -0.22763)  -0.20
C (2.63298, -4.07098, 0.26459)  -0.41
C (1.80108, -2.99425, -0.54940)  -0.05
N (4.03281, -3.65015, 0.26223)  0.02
H (2.41190, -8.18352, -0.32084)  0.08
H (3.58020, -8.38277, 1.00207)  0.09
H (4.05383, -7.71623, -0.56917)  0.08
H (3.07093, -5.65946, -1.09736)  0.12
H (1.37869, -5.65073, -0.49023)  0.12
H (2.30179, -3.99037, 1.29993)  0.13
H (0.75062, -2.95097, -0.26174)  0.06
H (1.89814, -3.30177, -1.59060)  0.07
H (2.27675, -2.01734, -0.46286)  0.07
H (4.50644, -4.27253, 0.90131)  0.06
H (4.46671, -3.85717, -0.62601)  0.07
C (-2.74866, -7.36472, -1.46925)  -0.09
O (-2.81513, -5.95899, -1.22719)  -0.20
C (-3.90870, -5.54924, -0.45359)  -0.23
C (-3.70723, -4.12161, 0.08795)  -0.44
C (-2.73823, -4.21652, 1.28632)  -0.07
N (-4.92835, -3.53813, 0.59474)  0.04
H (-3.56058, -7.66233, -2.13280)  0.08
H (-2.78687, -7.84401, -0.49103)  0.09
H (-1.86488, -7.69560, -2.01473)  0.08
H (-4.78382, -5.48230, -1.09995)  0.12
H (-4.10833, -6.21017, 0.38987)  0.12
H (-3.22226, -3.54904, -0.70267)  0.13
H (-1.86675, -4.80925, 1.00828)  0.07
H (-3.20198, -4.75210, 2.11468)  0.08
H (-2.34685, -3.25608, 1.62169)  0.07
H (-4.72806, -2.88834, 1.34157)  0.07
H (-5.26616, -2.94513, -0.14980)  0.07
C (5.30753, 2.07339, 7.85660)  -0.08
O (4.72262, 1.01532, 7.03291)  -0.21
C (4.44434, 1.33911, 5.64782)  -0.19
C (4.42702, 0.01862, 4.87728)  -0.39
C (5.83219, -0.74003, 4.84517)  -0.05
N (4.03945, 0.34443, 3.50012)  0.02
H (4.59076, 2.87553, 8.03236)  0.08
H (6.22055, 2.39817, 7.35759)  0.08
H (5.56005, 1.75378, 8.86763)  0.08
H (3.42854, 1.72230, 5.55077)  0.12
H (5.14553, 2.08437, 5.27230)  0.12
H (3.68615, -0.66872, 5.28566)  0.13
H (5.77202, -1.65185, 4.25098)  0.06
H (6.21127, -1.01064, 5.83064)  0.06
H (6.66402, -0.18873, 4.40673)  0.07
H (4.31819, -0.41236, 2.89212)  0.06
H (4.52253, 1.18713, 3.22340)  0.06
C (-2.72816, -0.37581, -9.37461)  -0.10
O (-1.97538, 0.45508, -8.46373)  -0.21
C (-2.17034, 0.14576, -7.03397)  -0.16
C (-1.27473, 1.07491, -6.18923)  -0.45
C (-1.31198, 0.79490, -4.70042)  -0.06
N (-1.72645, 2.42721, -6.44153)  0.03
H (-2.31582, -0.30747, -10.38129)  0.08
H (-3.78686, -0.12623, -9.44510)  0.08
H (-2.66547, -1.42929, -9.10193)  0.08
H (-3.24366, 0.25582, -6.87917)  0.13
H (-1.85127, -0.86518, -6.78042)  0.12
H (-0.26113, 1.06334, -6.58997)  0.14
H (-2.29951, 0.99169, -4.28309)  0.08
H (-0.64235, 1.50339, -4.21282)  0.07
H (-1.04370, -0.21570, -4.39251)  0.08
H (-0.91692, 3.02645, -6.36622)  0.07
H (-1.89572, 2.56319, -7.42791)  0.07
C (-0.07755, 2.34658, 1.08871)  -0.15
O (-0.04238, 1.11641, 1.81749)  -0.13
H (-0.72645, 2.23938, 0.21949)  0.07
H (-0.36849, 3.23062, 1.65610)  0.07
H (0.91045, 2.50077, 0.65491)  0.07
H (0.88812, 0.91011, 1.93247)  0.06
C (-0.47520, 7.06520, -0.66809)  -0.16
O (-1.83983, 7.37763, -0.89452)  -0.13
H (-0.39181, 6.94016, 0.41150)  0.07
H (-0.12186, 6.13075, -1.10404)  0.07
H (0.14087, 7.86960, -1.06996)  0.08
H (-1.90335, 8.33119, -0.98556)  0.07
C (5.46899, 4.29545, 0.28401)  -0.19
O (5.42912, 3.73632, 1.56253)  -0.11
H (5.08251, 3.56216, -0.42382)  0.08
H (4.74130, 5.10697, 0.28313)  0.07
H (6.37650, 4.70993, -0.15501)  0.08
H (5.77098, 4.42105, 2.14207)  0.08
C (-4.41088, 6.24622, 2.61177)  -0.17
O (-4.16217, 5.46780, 1.46815)  -0.12
H (-4.51548, 7.28694, 2.30512)  0.07
H (-5.26735, 5.91480, 3.19887)  0.08
H (-3.50078, 6.23225, 3.21146)  0.07
H (-3.71329, 6.01078, 0.81602)  0.06
C (-2.95335, 1.39286, 4.92174)  -0.16
O (-3.24675, 0.51863, 3.82408)  -0.12
H (-2.94782, 2.43187, 4.59229)  0.07
H (-3.76160, 1.35615, 5.65215)  0.07
H (-2.02310, 1.14413, 5.43249)  0.08
H (-2.40252, 0.41845, 3.37815)  0.05
C (-4.70815, 4.33978, -3.36177)  -0.16
O (-5.07158, 3.42427, -4.40486)  -0.13
H (-5.60421, 4.49514, -2.76091)  0.08
H (-3.92922, 3.99334, -2.68254)  0.07
H (-4.37460, 5.27528, -3.81085)  0.07
H (-4.27844, 3.30128, -4.93155)  0.05